No. 1
DFT (ωB97M-V with the def2-TZVPD basis set) results for a structure of composition C19H54AgN3O7.

The value obtained for the HOMO energy (alpha / beta) is -14.31 / -14.29 eV. Its charge is +2. Its energy relative to the best compared isomer or geometry (same formula, charge and spin) is 6.2 kJ/mol. The expectation value of S² is 2.01. Its total energy is -1593.35327 a.u. The orbital gap (alpha / beta) is 9.334 / 3.298 eV. The spin multiplicity is 3.

CARTESIAN COORDINATES (ANGSTROEM)
C (-2.812, -3.769, 0.763)
H (2.134, 4.649, 2.353)
H (1.142, -0.504, 3.236)
H (-2.424, -1.736, -3.060)
H (-2.647, 2.953, -4.283)
H (1.321, -1.424, -3.678)
H (-4.778, -0.406, -1.818)
H (5.452, -0.261, -1.670)
H (-4.033, -1.917, -3.831)
H (0.501, -1.819, -2.203)
C (1.549, -5.041, 1.891)
H (2.290, -0.563, -0.813)
C (2.014, -2.813, 2.945)
N (-1.565, 2.063, -2.215)
H (2.488, -1.309, 1.659)
H (-4.417, 3.827, -1.431)
H (2.002, -5.704, 1.154)
H (-2.673, -2.932, 0.079)
H (0.463, 3.200, 3.483)
H (0.447, -0.889, 0.649)
H (-1.656, 1.578, -1.334)
H (3.791, 2.760, -0.886)
H (-1.935, 3.960, -1.468)
H (1.651, 2.371, 4.360)
C (-3.801, 2.929, -1.486)
H (-0.360, -0.031, 1.840)
H (-2.578, -0.203, -4.641)
H (4.669, -0.194, 2.811)
H (-3.223, -0.721, -1.173)
H (1.549, 2.747, 1.372)
N (3.116, 2.030, -1.065)
O (-3.714, 2.209, -0.265)
C (-2.491, 3.789, -3.601)
H (-0.141, -0.654, -3.410)
C (1.412, 3.369, 3.992)
H (1.510, -5.734, 2.732)
H (0.568, -4.773, 1.500)
O (-1.974, -4.890, 0.487)
H (-1.125, -0.504, 0.284)
H (-4.536, -5.071, 1.409)
H (1.393, 4.093, 4.807)
H (5.683, 1.485, -1.312)
H (-4.373, -4.529, -0.293)
H (3.347, 3.855, 3.297)
H (-2.606, -3.329, 1.739)
C (-2.398, 3.246, -2.149)
H (2.199, -3.030, 3.997)
H (-3.404, 2.662, 1.749)
O (-3.135, -0.015, -3.882)
C (-3.393, -1.268, -3.233)
H (2.410, 0.531, 3.207)
H (-4.205, -2.059, -1.469)
C (2.773, -1.418, 2.705)
C (-4.199, -4.269, 0.752)
H (-3.289, 4.529, -3.669)
C (5.048, 0.613, -1.160)
O (1.563, 0.062, -2.511)
H (-4.849, -3.476, 1.122)
O (0.139, 1.147, 0.146)
H (3.051, -1.174, -2.339)
N (2.108, -0.385, 3.507)
H (4.709, -1.691, 3.707)
C (2.363, 3.707, 2.852)
Ag (0.781, 2.333, -1.766)
H (4.928, -1.720, 2.025)
H (-4.323, 2.266, -2.176)
C (0.741, -0.988, -2.865)
H (-3.585, 4.022, 0.864)
C (-3.938, -1.096, -1.905)
H (2.926, 1.645, -0.151)
C (4.331, -1.230, 2.794)
H (-2.183, 1.502, -2.784)
C (3.724, 0.926, -1.830)
H (-1.531, 4.257, -3.816)
O (2.486, -3.917, 2.137)
H (-2.079, 3.022, 0.644)
H (4.911, 0.432, -0.094)
C (-3.164, 3.023, 0.749)
H (3.872, 1.209, -2.872)
H (0.970, -2.615, 2.704)
H (-1.850, -5.312, 1.340)
O (2.408, 2.743, 1.800)
C (2.702, -0.301, -1.787)
C (-0.250, -0.057, 0.756)

Forces on the atoms, in the same order (eV/Å):
0.2 -0.5 1.3
-0.3 0.3 0.4
-0.9 0.4 1.1
0.1 -0.6 -0.5
-0.2 0.1 -0.1
-0.2 -1.0 -0.2
-0.3 -0.2 -0.3
0.5 0.0 0.3
0.1 0.1 -0.2
0.1 0.5 0.9
0.9 -0.2 0.0
0.9 -0.2 0.7
0.9 -1.6 -1.2
0.2 -0.3 0.7
-0.5 0.5 -0.8
0.2 0.2 0.4
0.4 0.7 -0.4
0.2 -0.4 -0.5
-0.7 0.5 0.6
1.0 0.1 -0.4
0.0 -0.1 0.6
0.0 0.3 -0.2
0.2 0.4 -0.3
0.3 0.1 0.5
0.6 -0.7 -1.6
-0.2 0.8 0.2
-0.1 0.1 -0.3
-0.5 0.2 0.0
0.4 0.4 -0.1
-0.2 0.0 -0.1
-1.4 -0.1 -0.5
-0.1 0.8 0.0
0.0 0.1 1.5
-0.2 0.5 0.6
-0.2 -0.9 -1.5
-0.3 0.6 0.6
0.0 0.5 0.3
1.1 0.8 -0.1
-0.5 0.4 0.2
1.0 -0.4 0.0
-0.2 -0.1 -0.3
0.3 -0.2 0.2
-0.8 -0.1 0.2
0.3 -0.4 -0.5
0.4 -0.1 0.4
-1.2 1.3 0.6
-0.2 -0.1 0.2
0.0 -0.9 -0.2
-0.2 0.1 0.3
1.2 -0.3 -1.2
0.6 1.0 0.7
-0.4 -0.1 -0.3
1.9 0.6 2.1
-1.7 0.8 -0.4
0.1 -0.1 -0.3
-0.3 -0.4 -1.0
-1.0 2.3 0.9
-0.4 0.4 -0.7
-0.2 -1.1 1.6
0.9 -0.2 0.6
0.2 -2.2 -3.8
-0.2 0.0 0.3
0.5 1.2 0.6
0.2 -0.1 -0.6
-0.6 -0.1 -0.3
-0.1 -0.2 0.0
0.2 -1.3 -2.8
0.1 0.4 -1.0
-0.9 0.6 2.5
0.0 0.2 0.4
-0.3 -0.9 0.2
0.6 -1.2 -1.0
-0.9 -1.2 1.1
-0.1 0.1 -0.3
-0.9 1.1 0.7
0.2 0.5 0.1
0.1 -0.1 0.0
0.0 -0.2 1.0
-0.1 0.0 0.0
-0.3 -0.1 0.4
0.0 -0.4 -0.1
0.3 -1.0 0.6
0.5 1.0 -1.2
-0.3 -0.3 -1.2

***

No. 2
DFT (ωB97M-V with the def2-TZVPD basis set) results for a structure of composition C15H20IrNO3.

The value obtained for the HOMO energy (alpha / beta) is -1.02 / -4.87 eV. Its charge is -1. Its energy relative to the best compared isomer or geometry (same formula, charge and spin) is 0.0 kJ/mol. The expectation value of S² is 8.80. Its total energy is -967.92599 a.u. The orbital gap (alpha / beta) is 3.632 / 6.345 eV. The spin multiplicity is 6.

CARTESIAN COORDINATES (ANGSTROEM)
N (-0.050, -3.466, 1.304)
H (-1.467, 1.861, 2.534)
C (-1.581, 1.516, 1.514)
H (1.839, 2.671, 1.753)
O (-0.452, -4.294, 2.196)
H (0.629, 1.269, -4.970)
C (1.762, 0.410, 1.666)
C (2.069, 0.272, -0.623)
H (-2.035, -0.797, -0.934)
C (-1.736, -0.618, -4.183)
C (0.536, -2.532, -1.801)
C (-1.795, 0.144, 1.100)
H (1.529, 0.317, -3.810)
C (-1.711, 1.436, -0.812)
H (2.211, 2.488, -0.960)
O (-0.614, -2.348, 1.124)
C (-1.869, 0.107, -0.324)
Ir (0.126, 0.924, 0.355)
C (0.331, -1.867, -4.210)
C (0.517, 0.561, -4.136)
H (-2.057, 0.170, -3.476)
C (1.891, -0.482, 0.586)
C (-0.280, -0.643, -4.508)
O (0.437, -1.912, -0.696)
C (2.084, 1.667, -0.258)
H (-1.723, 1.734, -1.864)
H (1.868, -1.565, 0.660)
H (2.160, -0.132, -1.631)
H (-2.343, -0.491, -5.086)
C (1.880, 1.743, 1.160)
H (1.582, 0.103, 2.721)
H (0.093, 1.151, -3.294)
H (-0.390, -3.032, -2.365)
H (1.379, -2.024, -4.335)
H (1.525, -2.546, -2.442)
H (-2.062, -1.552, -3.723)
H (-1.347, 3.389, 0.262)
H (-1.866, -0.705, 1.769)
H (-0.199, -2.779, -4.424)
C (-1.512, 2.298, 0.305)

Forces on the atoms, in the same order (eV/Å):
0.4 -2.4 0.9
-0.1 0.0 -0.2
-0.6 -1.1 -0.4
0.1 -0.6 -0.4
0.4 0.4 -0.5
-0.1 0.0 0.1
1.3 -0.7 1.8
0.4 1.1 0.1
0.3 0.7 0.5
-1.3 0.3 -0.6
-0.7 -2.0 -3.3
-1.3 0.5 1.0
0.0 -0.2 -0.2
-1.3 0.5 -1.0
0.0 -0.2 0.3
-1.2 1.4 -0.3
0.3 -0.3 -0.1
-0.1 -0.2 -0.6
-1.0 1.7 -2.5
0.4 1.5 -0.3
0.5 -0.1 -0.3
0.6 -0.3 0.6
1.3 -2.3 3.0
0.3 -0.4 -0.6
1.0 -0.6 -1.0
0.0 -0.1 0.6
-0.1 0.6 0.1
-0.1 0.2 0.4
-0.2 0.1 0.0
0.2 1.2 0.6
0.3 0.4 -1.1
-0.1 -0.5 -0.4
2.0 0.7 1.8
0.8 0.4 0.1
-1.8 0.2 1.8
0.1 -0.1 -0.1
-0.2 -0.8 0.0
0.0 0.2 -0.2
-0.5 -0.3 0.4
0.0 1.2 -0.1

***

No. 3
DFT (ωB97M-V with the def2-TZVPD basis set) results for an isolated molecule of C3H7N3S2.

The value obtained for the HOMO energy is -8.36 eV. Its charge is 0. Its energy relative to the best compared isomer or geometry (same formula, charge and spin) is 304.7 kJ/mol. Its total energy is -1079.05085 a.u. The orbital gap is 8.787 eV.

CARTESIAN COORDINATES (ANGSTROEM)
S (-1.796, 1.542, -0.319)
H (2.695, 0.602, -1.559)
C (2.513, 0.314, -0.318)
H (-0.108, -2.268, 0.316)
H (-2.328, -0.055, 1.455)
C (0.302, -0.429, -0.105)
N (-0.183, 0.877, -0.092)
H (2.190, 1.192, 0.468)
N (-0.619, -1.431, 0.288)
C (-2.606, 0.148, 0.332)
N (1.567, -0.746, -0.116)
H (0.512, 1.552, -0.004)
H (3.588, -0.210, 0.072)
H (-3.643, 0.275, 0.167)
S (-2.084, -1.364, -0.585)

Forces on the atoms, in the same order (eV/Å):
1.6 -0.1 0.0
-0.7 -0.4 3.8
2.5 -0.1 0.3
0.3 -1.7 -0.1
-0.7 0.4 -2.1
1.2 0.1 1.3
-1.4 -1.1 -0.6
1.5 -1.4 -2.2
0.4 2.0 -0.8
0.9 -1.7 1.9
-2.2 0.3 -0.8
1.1 1.3 -0.1
-2.8 2.0 -1.2
-1.2 0.2 0.1
-0.5 0.1 0.5

***

No. 4
DFT (ωB97M-V with the def2-TZVPD basis set) results for a structure of composition C30H72MnO17P.

The value obtained for the HOMO energy (alpha / beta) is -11.23 / -11.23 eV. Its charge is +1. Its energy relative to the best compared isomer or geometry (same formula, charge and spin) is 0.0 kJ/mol. The expectation value of S² is 8.75. Its total energy is -3957.32318 a.u. The orbital gap (alpha / beta) is 7.072 / 6.503 eV. The spin multiplicity is 6.

CARTESIAN COORDINATES (ANGSTROEM)
H (1.225, -6.546, -1.636)
P (2.288, -3.005, -2.702)
H (-0.171, 4.101, 1.206)
H (5.624, -2.476, -4.919)
H (-0.142, 1.073, -3.225)
C (0.645, -5.630, -1.455)
H (2.731, -0.663, 4.545)
H (2.242, 1.905, -1.327)
C (-5.285, -5.246, -4.718)
H (-0.095, 5.415, -1.700)
H (-1.633, -2.281, -2.940)
H (-7.725, -4.145, -5.645)
H (7.316, 4.388, 4.625)
Mn (2.907, -1.666, 0.427)
H (-3.391, 2.755, -0.036)
H (0.679, 0.352, -4.635)
O (-0.571, 5.785, 3.154)
H (-3.589, -1.610, -4.326)
H (-7.087, 0.668, 1.271)
O (1.747, -4.374, -3.276)
H (0.558, -0.839, -1.823)
H (-2.182, 4.673, 2.570)
H (-1.605, 2.162, 1.569)
C (1.041, -0.655, -2.786)
C (-1.711, -2.450, -0.388)
H (-1.585, 4.591, 0.205)
O (-2.824, -2.661, -1.240)
H (1.739, -1.437, 3.318)
H (5.399, -0.128, 2.035)
C (-4.883, -3.781, -4.694)
H (-0.313, 0.342, 2.727)
C (-2.572, -1.988, -2.459)
H (-3.966, 1.348, 3.269)
H (-1.529, -0.779, 2.325)
H (-5.379, 0.607, 1.673)
O (-5.838, 1.522, -0.122)
C (5.905, -2.249, -3.891)
C (0.595, 5.562, -0.863)
H (-2.597, -0.909, -2.248)
H (-0.491, 6.154, 5.156)
C (-7.533, -5.204, -5.445)
H (-1.717, 5.002, 4.704)
C (-1.242, 5.936, 4.394)
C (1.447, 4.340, -0.664)
H (0.690, 1.178, -0.825)
H (1.215, 6.418, -1.126)
H (-1.761, -3.128, 0.469)
C (0.162, 0.138, -3.697)
H (-0.264, -6.082, -1.057)
H (1.683, 1.906, 0.408)
C (-3.732, -2.207, -3.422)
C (4.649, -1.903, -3.119)
C (7.890, 3.455, 4.634)
H (5.987, 3.190, 6.046)
O (3.698, -2.926, -3.401)
H (-4.844, 1.823, -1.815)
H (6.447, -3.086, -3.456)
H (-1.750, -1.471, 0.096)
H (4.209, 1.795, 6.304)
H (1.981, -0.107, -2.660)
H (-5.799, -3.200, -4.539)
O (-6.194, -5.544, -5.761)
C (-0.835, 4.922, 0.932)
C (-3.365, 1.683, -0.265)
H (-1.924, 6.788, 4.412)
C (0.509, -4.908, -2.781)
O (2.317, -2.882, -1.206)
H (-3.798, 0.442, 4.706)
H (1.878, 4.427, 0.344)
C (1.391, 1.990, -0.643)
C (4.709, -0.019, 2.870)
C (-1.714, 1.107, 1.281)
C (2.486, -0.664, 3.485)
O (1.375, -1.919, -3.409)
C (5.422, -0.369, 4.183)
C (6.208, 2.178, 5.674)
H (-0.769, -2.652, -0.902)
C (-6.091, 0.533, 0.848)
H (-4.439, -3.498, -5.654)
O (0.663, 3.180, -0.864)
H (-8.170, -5.780, -6.115)
H (-0.902, 0.957, 0.561)
C (-1.386, 0.292, 2.528)
H (-0.209, -4.088, -2.665)
H (-6.075, -0.490, 0.457)
H (4.344, 1.008, 2.834)
H (2.302, 4.327, -1.351)
H (-7.795, -5.439, -4.411)
H (-5.724, -5.502, -3.748)
H (4.232, -0.920, -3.365)
H (-2.655, 1.564, -1.100)
O (4.831, 0.150, 5.360)
H (6.619, -1.429, -3.982)
H (2.015, 0.272, 3.173)
H (8.598, 3.419, 3.811)
O (7.014, 2.349, 4.530)
H (-2.141, 6.307, 1.843)
H (0.025, -5.566, -3.498)
O (-3.892, -3.585, -3.701)
C (4.834, 1.576, 5.441)
H (-0.760, -0.368, -3.991)
O (3.600, -0.920, 2.626)
O (-3.036, 0.917, 0.856)
H (5.482, -1.448, 4.304)
H (1.199, -5.115, -0.673)
H (-4.615, -1.896, -2.853)
H (-4.600, 0.179, -1.109)
O (1.072, -1.087, 0.857)
H (4.823, -1.853, -2.032)
H (6.435, 0.036, 4.093)
H (-3.741, -0.459, 3.208)
H (6.744, 1.651, 6.470)
C (-3.438, 0.481, 3.672)
H (0.262, -0.913, 1.320)
O (-2.041, 0.675, 3.718)
C (-4.686, 1.251, -0.903)
H (4.341, 1.973, 4.550)
O (-0.098, 5.975, 0.312)
H (8.424, 3.391, 5.589)
H (-4.421, -5.892, -4.876)
C (-1.534, 5.453, 2.159)

Forces on the atoms, in the same order (eV/Å):
0.2 0.2 -0.1
-0.6 -0.5 -1.6
-0.1 -0.1 0.0
0.0 -0.2 0.1
0.2 0.0 0.0
1.2 -1.6 -0.2
0.5 0.1 -0.1
0.2 0.1 0.1
0.1 -0.2 0.0
-0.2 -0.2 0.0
0.2 -0.1 0.3
0.0 0.0 0.2
0.1 0.1 -0.1
-2.8 0.3 1.0
0.0 0.0 0.2
0.1 0.2 0.1
-0.9 0.0 -0.1
-0.1 0.0 -0.1
0.0 0.3 -0.2
0.9 0.6 0.5
0.2 -0.1 0.0
-0.2 -0.1 -0.2
0.1 0.1 0.0
0.1 0.2 0.2
-0.5 -0.5 0.9
-0.1 -0.4 0.1
0.9 0.0 -0.3
0.2 -0.1 -0.1
0.1 -0.2 0.0
0.2 -0.4 -0.5
0.0 0.6 0.1
-1.2 0.2 -0.4
0.1 -0.2 -0.5
-0.5 -0.1 0.0
0.0 -0.1 -0.1
0.1 -0.3 -0.2
0.1 0.3 -0.3
-0.3 0.7 0.1
0.5 0.1 -0.2
0.1 0.0 -0.1
0.0 0.1 -0.5
-0.3 0.0 -0.1
1.0 0.2 0.5
0.4 0.2 -0.1
0.1 -0.1 -0.1
0.1 0.0 0.0
-0.2 -0.3 -0.3
-0.4 0.1 -0.8
-0.4 0.7 -0.2
0.3 0.0 0.0
0.0 -0.7 1.3
0.4 0.6 0.4
-0.2 -0.2 0.6
0.0 -0.1 0.3
-0.7 -0.5 0.4
0.3 -0.1 -0.2
-0.2 -0.1 0.0
0.2 0.4 -0.5
0.0 0.1 0.0
-0.1 0.0 0.3
0.2 0.3 0.3
0.0 0.1 0.4
0.0 0.6 -0.2
-0.5 0.5 -1.2
-0.3 -0.2 -0.2
-1.8 0.5 1.2
0.8 0.7 0.3
0.3 -0.2 0.0
-0.1 -0.4 0.1
-0.9 0.2 0.1
-0.1 -0.5 0.4
0.4 1.1 1.4
-1.0 0.0 -0.1
0.2 -0.5 0.5
0.4 0.9 -0.2
-0.4 1.3 0.3
0.1 0.3 0.0
-0.2 -0.2 0.8
-0.3 0.0 -0.2
0.4 -0.3 0.1
0.0 0.0 0.1
-0.5 -0.4 -0.6
0.0 -0.4 -0.1
0.1 0.1 -0.1
0.2 0.1 -0.3
0.0 0.0 0.1
-0.1 0.1 -0.2
0.1 0.0 0.0
0.0 -0.1 0.1
0.1 -0.1 -0.4
0.4 -0.1 0.3
-0.3 -0.1 -0.2
-0.2 0.2 0.3
0.1 0.1 0.2
-0.1 0.0 0.0
-0.3 -0.7 -0.7
0.0 0.2 0.3
0.7 0.0 -0.4
-0.1 0.3 -0.1
0.4 -0.9 -0.1
0.1 -0.2 0.3
0.3 -0.3 -1.0
0.4 -0.9 -0.4
-0.1 -0.1 0.0
-0.3 0.4 -0.1
-0.2 0.4 -0.4
-0.2 -0.1 -0.2
2.2 -0.5 -1.0
0.2 -0.3 -0.1
0.1 -0.1 0.0
0.1 0.1 -0.3
0.0 -0.2 -0.1
-0.8 0.3 1.2
-0.1 0.0 0.2
0.3 -0.2 -0.6
-0.1 0.3 1.0
0.1 0.4 0.1
0.2 -0.4 0.0
0.2 0.1 -0.1
0.1 0.1 0.0
0.7 -0.1 -0.2